No. 1
{"formula": "C39H48O15", "method": "wB97M-V/def2-TZVPD", "smiles": "Oc1ccc(O)cc1.Oc1ccc(O)cc1.Oc1ccc(O)cc1.Oc1ccc(O)cc1.Oc1ccc(O)cc1.Oc1ccc(O)cc1.CO.CO.CO", "fmax_ev_per_a": 8.9, "homo_energy_ev": -7.72, "relative_energy_ev": 1.250, "species": ["C", "O", "H", "H", "H", "H", "C", "O", "H", "H", "H", "H", "C", "O", "H", "H", "H", "H", "C", "C", "C", "C", "C", "C", "O", "O", "H", "H", "H", "H", "H", "H", "C", "C", "C", "C", "C", "C", "O", "O", "H", "H", "H", "H", "H", "H", "C", "C", "C", "C", "C", "C", "O", "O", "H", "H", "H", "H", "H", "H", "C", "C", "C", "C", "C", "C", "O", "O", "H", "H", "H", "H", "H", "H", "C", "C", "C", "C", "C", "C", "O", "O", "H", "H", "H", "H", "H", "H", "C", "C", "C", "C", "C", "C", "O", "O", "H", "H", "H", "H", "H", "H"], "coordinates": [[34.728, 42.012, 6.130], [35.447, 41.082, 7.043], [33.969, 41.617, 5.625], [35.319, 42.235, 5.191], [34.429, 42.903, 6.728], [36.340, 41.055, 6.897], [37.881, 40.888, 9.376], [37.843, 41.774, 8.213], [38.572, 40.030, 9.389], [36.955, 40.494, 9.520], [38.107, 41.510, 10.202], [37.933, 41.229, 7.333], [40.164, 37.536, 10.630], [39.093, 36.890, 11.234], [40.506, 37.269, 9.728], [41.111, 37.537, 10.929], [40.092, 38.611, 10.721], [38.272, 37.225, 11.029], [39.443, 45.585, 6.086], [39.485, 45.897, 4.687], [38.596, 45.521, 3.721], [37.383, 44.987, 4.243], [37.290, 44.682, 5.523], [38.349, 44.958, 6.477], [38.217, 44.659, 7.779], [38.702, 45.818, 2.430], [40.240, 45.896, 6.724], [40.507, 46.267, 4.211], [36.671, 44.718, 3.499], [36.458, 44.330, 6.026], [38.145, 43.763, 7.917], [38.597, 44.972, 1.990], [41.953, 39.706, 8.073], [42.444, 38.396, 8.190], [42.011, 37.407, 7.186], [41.201, 37.808, 6.150], [40.633, 39.080, 6.037], [41.010, 40.061, 6.979], [40.493, 41.367, 6.844], [42.438, 36.040, 7.345], [42.202, 40.389, 8.758], [42.779, 38.097, 9.037], [41.073, 37.014, 5.331], [39.944, 39.390, 5.297], [40.393, 41.928, 7.815], [43.269, 36.147, 7.726], [32.727, 38.083, 9.476], [31.497, 38.398, 10.204], [31.128, 39.727, 10.508], [32.032, 40.738, 10.127], [33.271, 40.443, 9.487], [33.661, 39.140, 9.170], [34.750, 38.684, 8.482], [29.923, 39.936, 11.020], [33.008, 37.055, 9.243], [30.699, 37.728, 10.393], [31.949, 41.884, 10.221], [33.851, 41.296, 9.160], [35.154, 39.473, 8.135], [29.744, 40.742, 11.589], [37.282, 46.292, 13.866], [38.686, 45.806, 13.808], [38.944, 44.637, 13.120], [37.872, 43.964, 12.484], [36.500, 44.492, 12.516], [36.234, 45.693, 13.182], [35.014, 46.233, 13.079], [40.231, 44.239, 12.831], [37.338, 47.032, 14.672], [39.441, 46.411, 14.414], [37.870, 43.071, 11.728], [35.734, 43.951, 12.162], [35.080, 47.327, 13.307], [40.821, 44.756, 13.248], [36.505, 41.033, 13.703], [36.949, 39.951, 13.022], [36.084, 38.983, 12.504], [34.678, 39.058, 12.684], [34.184, 40.177, 13.329], [35.034, 41.127, 13.965], [34.683, 42.236, 14.633], [36.541, 37.998, 11.631], [37.146, 41.894, 14.251], [38.006, 40.002, 12.655], [34.297, 38.267, 12.130], [33.008, 40.351, 13.260], [33.789, 42.342, 14.776], [36.091, 37.381, 11.155], [36.611, 40.526, 3.198], [36.742, 41.045, 1.933], [37.841, 41.861, 1.672], [38.798, 42.262, 2.562], [38.666, 41.763, 3.834], [37.639, 40.887, 4.297], [37.533, 40.345, 5.529], [37.930, 42.382, 0.328], [35.900, 39.926, 3.394], [36.068, 40.781, 1.184], [39.593, 42.959, 2.289], [39.274, 42.106, 4.624], [37.775, 39.362, 5.641], [37.259, 42.423, -0.276]], "mulliken_charge": [-0.84, -0.37, 0.46, 0.01, 0.33, 0.20, -0.22, 0.06, 0.32, 0.10, -0.04, 0.24, -1.37, -0.52, 0.69, 0.69, 0.24, 0.38, -0.57, -0.49, 0.33, -0.05, -0.64, 0.04, -0.61, -0.62, 0.53, 0.16, 0.43, 0.74, 0.22, 0.39, -0.80, -0.96, 0.55, -0.65, -0.44, 0.31, -0.49, -0.53, 0.57, 0.72, 0.26, 0.72, 0.33, 0.31, -0.62, -0.48, 0.54, -0.57, -0.17, 0.40, -0.58, -0.61, 0.38, 0.47, 0.18, 0.41, 0.38, 0.34, -0.67, -0.55, 0.50, -0.03, -0.59, 0.33, -0.59, -0.48, 0.29, 0.23, 0.09, 0.84, 0.37, 0.28, -0.28, -0.08, 0.44, -0.86, -0.44, 0.27, -0.46, -0.48, 0.31, 0.35, 0.56, 0.03, 0.28, 0.27, -1.07, -0.90, 0.62, -1.06, 0.12, -0.02, -0.55, -0.56, 0.92, 0.47, 0.83, 0.58, 0.21, 0.29]}

No. 2
{"formula": "C7H14N2", "method": "wB97M-V/def2-TZVPD", "fmax_ev_per_a": 1.3, "total_charge": -1, "homo_energy_ev": [1.19, -4.76], "spin_multiplicity": 2, "relative_energy_ev": 0.439, "species": ["C", "C", "H", "H", "H", "H", "H", "H", "C", "C", "C", "C", "C", "N", "N", "H", "H", "H", "H", "H", "H", "H", "H"], "coordinates": [[-2.165, 2.357, -2.992], [-0.631, 2.262, -2.853], [-2.502, 2.043, -3.977], [-2.659, 1.840, -2.170], [-2.516, 3.378, -2.882], [-0.295, 1.587, -2.080], [-0.233, 3.276, -2.778], [-0.194, 1.910, -3.787], [0.625, -0.032, 0.785], [2.115, 0.367, 0.973], [0.232, -1.337, 1.418], [0.129, -1.653, 2.742], [0.030, -3.460, 1.539], [0.192, -2.493, 0.669], [-0.007, -2.998, 2.803], [0.031, 0.793, 1.151], [0.433, -0.218, -0.255], [2.557, 0.539, 0.004], [0.105, -0.999, 3.599], [0.007, -4.504, 1.291], [-0.117, -3.581, 3.641], [2.701, -0.339, 1.558], [2.165, 1.263, 1.600]], "mulliken_spin": [0.05, -0.08, 0.00, -0.04, 0.00, 0.09, -0.01, 0.00, 0.34, 0.12, 0.14, 1.24, 1.63, 0.07, -0.43, -0.05, -0.04, 0.03, -0.55, -0.59, -0.85, -0.03, -0.03]}

No. 3
{"formula": "C5H6LiO4Sm", "method": "wB97M-V/def2-TZVPD", "fmax_ev_per_a": 3.1, "total_charge": 2, "homo_energy_ev": [-12.38, -15.56], "spin_multiplicity": 8, "relative_energy_ev": 0.000, "species": ["O", "C", "O", "O", "C", "C", "Li", "H", "H", "H", "Sm", "C", "C", "O", "H", "H", "H"], "coordinates": [[-0.571, -1.738, 1.751], [0.255, -0.944, 1.368], [1.089, -0.224, 1.898], [0.114, -0.720, -0.120], [0.791, 0.184, -0.680], [0.432, 0.809, -1.936], [-1.269, -2.516, 3.283], [1.645, 0.593, -0.118], [-0.266, 0.184, -2.504], [1.386, 0.800, -2.501], [1.702, 1.060, 4.223], [-0.127, 2.315, -1.782], [0.749, 3.405, -2.328], [1.252, 4.243, -1.612], [-0.417, 2.570, -0.756], [1.207, 3.185, -3.318], [-1.085, 2.353, -2.325]], "mulliken_spin": [-0.02, -0.07, -0.03, 0.01, 0.00, 0.00, 0.03, 0.00, 0.00, 0.00, 7.07, 0.00, 0.00, 0.00, 0.00, 0.00, 0.00]}

Please write out number 3 again, unchanged.
{"formula": "C5H6LiO4Sm", "method": "wB97M-V/def2-TZVPD", "fmax_ev_per_a": 3.1, "total_charge": 2, "homo_energy_ev": [-12.38, -15.56], "spin_multiplicity": 8, "relative_energy_ev": 0.000, "species": ["O", "C", "O", "O", "C", "C", "Li", "H", "H", "H", "Sm", "C", "C", "O", "H", "H", "H"], "coordinates": [[-0.571, -1.738, 1.751], [0.255, -0.944, 1.368], [1.089, -0.224, 1.898], [0.114, -0.720, -0.120], [0.791, 0.184, -0.680], [0.432, 0.809, -1.936], [-1.269, -2.516, 3.283], [1.645, 0.593, -0.118], [-0.266, 0.184, -2.504], [1.386, 0.800, -2.501], [1.702, 1.060, 4.223], [-0.127, 2.315, -1.782], [0.749, 3.405, -2.328], [1.252, 4.243, -1.612], [-0.417, 2.570, -0.756], [1.207, 3.185, -3.318], [-1.085, 2.353, -2.325]], "mulliken_spin": [-0.02, -0.07, -0.03, 0.01, 0.00, 0.00, 0.03, 0.00, 0.00, 0.00, 7.07, 0.00, 0.00, 0.00, 0.00, 0.00, 0.00]}